[1]
Below is a molecular structure, C48H50GeIrN4O5S, with properties calculated with the ωB97M-V functional and the def2-TZVPD basis.

Structure (XYZ):
```
110
Properties=species:S:1:pos:R:3:lowdin_spin:R:1
Ir -0.06985 -0.06097 0.46788 1.121
O 5.34265 -5.64472 0.99341 0.002
C 5.86370 -4.39001 1.00702 0.011
O 7.03146 -4.25435 1.25386 0.016
C 4.92217 -3.27403 0.72678 0.045
C 5.30161 -1.98441 1.08585 -0.004
C 4.45905 -0.90490 0.89103 0.041
C 3.18486 -1.07775 0.30981 0.025
C 2.83822 -2.37316 -0.10382 0.035
C 3.67960 -3.44370 0.10822 0.002
N 2.25878 -0.06176 0.17717 0.268
C 2.64804 1.21419 0.16277 0.211
C 1.69980 2.25234 0.13858 0.083
C 2.07327 3.61759 0.07239 0.059
C 1.11885 4.59360 0.08046 0.029
C -0.23909 4.22532 0.16002 0.110
C -0.55184 2.88886 0.22598 0.012
N 0.37089 1.91471 0.19841 0.149
H 4.38570 -5.59456 0.88283 0.000
H 6.27226 -1.84835 1.54801 -0.001
H 4.76800 0.07156 1.24322 0.005
H 1.91039 -2.50207 -0.63919 0.002
H 3.35305 -4.41531 -0.25240 -0.001
H 3.69845 1.49128 0.12769 0.014
H 3.12850 3.85777 0.02693 0.001
H 1.40202 5.63745 0.02635 -0.001
H -1.02983 4.96297 0.18176 0.008
H -1.57534 2.54481 0.29962 0.001
C -4.26049 -4.32238 2.01197 0.000
C -4.19819 -3.88876 3.47796 0.000
C -4.17195 -2.37340 3.67860 0.002
C -2.90019 -1.70702 3.14322 0.017
N -2.93690 -1.40973 1.71132 0.016
C -3.28576 -0.21900 1.19895 0.047
S -2.76730 0.18507 -0.37759 0.091
N -3.99517 0.59123 2.00535 0.017
C -4.39239 1.95776 1.70158 0.004
C -5.82525 2.22806 2.15553 0.000
C -6.85408 1.24292 1.60282 0.000
C -6.91998 1.22993 0.07728 0.002
H -4.46422 -5.39237 1.93015 0.000
H -3.32063 -4.12767 1.48898 0.000
H -5.04880 -3.78328 1.47759 0.000
H -3.30061 -4.31368 3.93913 0.000
H -5.05447 -4.30247 4.01821 0.000
H -4.26522 -2.14748 4.74561 0.000
H -5.03987 -1.92631 3.17828 0.000
H -2.04206 -2.36493 3.30213 0.003
H -2.68218 -0.78818 3.69040 0.008
H -2.22083 -1.84977 1.15269 0.002
H -4.03388 0.33884 2.98231 0.001
H -4.28841 2.09161 0.62947 0.002
H -3.70791 2.65430 2.19061 0.001
H -6.08534 3.24187 1.83438 0.000
H -5.86537 2.22109 3.25035 0.000
H -7.83393 1.49780 2.01517 0.000
H -6.61650 0.23744 1.95984 0.000
H -7.15797 2.22589 -0.31228 0.000
H -7.68893 0.53948 -0.27642 0.000
H -5.96906 0.91440 -0.36252 0.003
O -0.46395 -4.22011 2.19321 0.001
C -0.52799 -4.91295 1.04454 0.000
C -0.61374 -6.30642 1.13290 0.000
C -0.69215 -7.07324 -0.01511 0.000
C -0.68340 -6.47289 -1.27522 0.000
C -0.58618 -5.09561 -1.35963 0.000
C -0.50770 -4.30016 -0.21809 0.000
C -0.36066 -2.81970 -0.38990 0.001
O -0.16113 -2.32689 -1.48960 0.010
O -0.41978 -2.13148 0.72264 0.016
H -0.36538 -3.26997 1.94442 0.001
H -0.61512 -6.75576 2.12044 0.000
H -0.75760 -8.15253 0.06997 0.000
H -0.74742 -7.07514 -2.17360 0.000
H -0.56050 -4.59051 -2.31714 0.000
C -0.56332 0.34960 2.25447 1.143
Ge 0.08850 0.14078 4.00917 0.217
C 1.19741 1.65697 4.58960 0.035
C 1.60272 2.65593 3.70677 0.012
C 2.35855 3.73833 4.15064 0.002
C 2.71899 3.83033 5.48877 0.000
C 2.31970 2.83996 6.38355 0.002
C 1.56256 1.76359 5.93457 0.004
C 1.22004 -1.42478 4.27805 0.033
C 0.83763 -2.61529 4.90209 0.007
C 1.71868 -3.69018 4.98852 0.001
C 2.98591 -3.59833 4.42974 0.004
C 3.37209 -2.43096 3.78043 0.001
C 2.49647 -1.35595 3.70980 0.007
C -1.46704 0.29567 5.23865 0.011
C -1.94296 -0.62645 6.17499 0.001
C -3.09753 -0.37949 6.91699 0.001
C -3.80024 0.80405 6.73946 0.001
C -3.33606 1.74230 5.82235 0.002
C -2.18760 1.48670 5.08504 0.008
H 1.31600 2.59054 2.66250 0.007
H 2.66332 4.50972 3.45065 0.000
H 3.30790 4.67137 5.83694 0.000
H 2.59772 2.91043 7.42980 0.000
H 1.24882 0.99975 6.64155 0.000
H -0.15714 -2.72678 5.31393 0.000
H 1.40488 -4.60670 5.47566 0.000
H 3.66610 -4.44022 4.48247 0.000
H 4.35013 -2.36080 3.31772 0.000
H 2.81063 -0.44970 3.19681 0.001
H -1.41578 -1.55696 6.34466 0.000
H -3.44600 -1.11363 7.63479 0.000
H -4.69256 1.00200 7.32146 0.000
H -3.87469 2.67208 5.67878 0.000
H -1.83864 2.22572 4.36796 0.006
```

The value obtained for the energy is -136976.8121 eV. As for the spin multiplicity: 5. Its net charge is -1. The HOMO-LUMO gap (alpha / beta) is 5.58 / 7.29 eV.

***

[2]
Below is 2 unconnected molecules or ions with the total composition C11H24BrOP2 in a non-equilibrium geometry, with properties calculated with the ωB97M-V functional and the def2-TZVPD basis.

Structure (XYZ):
```
39
Properties=species:S:1:pos:R:3:nbo_charge:R:1
C -1.17056 -0.44822 -0.23184 -0.276
C -1.02922 -1.22526 -1.17163 -0.020
C -1.14466 -1.87225 -2.60825 -0.463
C -2.59711 -1.61286 -3.24850 -0.408
C -3.06697 -0.09438 -3.14362 -0.694
P -4.65115 0.15487 -2.15488 0.586
P -5.92507 -1.62846 -2.07225 0.818
O -7.50069 -1.11694 -1.77768 -0.949
Br -5.17529 -2.72508 -0.21550 -0.148
H -1.50660 0.23520 0.59566 0.267
H -0.30025 -1.57585 -3.29194 0.256
H -1.08277 -3.00160 -2.46040 0.255
H -2.52987 -1.89834 -4.34288 0.248
H -3.28406 -2.36262 -2.76029 0.224
H -2.27735 0.58657 -2.67746 0.305
H -3.18745 0.29547 -4.20915 0.288
H -4.41952 0.65014 -0.83104 0.087
H -5.39710 1.18320 -2.83740 0.095
H -8.03448 -1.93338 -1.63113 0.528
C 4.80812 0.36071 3.81880 -0.610
C 4.56693 1.41049 2.74132 -0.399
C 3.11960 1.90220 2.69544 -0.398
C 2.08084 0.82770 2.35755 -0.395
C 2.30293 0.10898 1.02595 -0.402
C 2.22320 1.04022 -0.17696 -0.608
H 4.21428 -0.53966 3.64740 0.198
H 5.85968 0.06490 3.82755 0.214
H 4.56093 0.75500 4.80763 0.204
H 4.86930 1.01452 1.76761 0.192
H 5.21784 2.26821 2.93783 0.207
H 3.04781 2.71925 1.97099 0.198
H 2.86105 2.33836 3.66654 0.204
H 1.08994 1.29681 2.34774 0.188
H 2.05144 0.08294 3.15920 0.204
H 1.53593 -0.66530 0.91785 0.198
H 3.26454 -0.41212 1.02566 0.202
H 1.24854 1.53410 -0.22193 0.189
H 2.35933 0.47343 -1.10121 0.205
H 2.99794 1.80907 -0.14480 0.209
```

The value obtained for the relative energy (zero: lowest compared OMol25 entry of this formula, charge and spin) is 134.6 kJ/mol. The value obtained for the energy is -102454.6002 eV. Its net charge is +1. The HOMO-LUMO gap is 8.09 eV.

***

[3]
Below is C16H18BrNO2 in the gas phase, with properties calculated with the ωB97M-V functional and the def2-TZVPD basis.

Structure (XYZ):
```
38
Properties=species:S:1:pos:R:3:nbo_charge:R:1
C -1.88606 0.02703 -2.40880 -0.615
C -2.94512 0.78096 -1.61231 -0.402
C -2.68555 2.29047 -1.56350 -0.222
N -1.44353 2.60657 -0.89767 -0.624
C -1.37546 2.86171 0.42634 0.692
O -2.34904 3.05225 1.12286 -0.632
C 0.05499 2.92747 0.96296 -0.539
C 0.94437 1.87591 0.36247 -0.079
C 2.06884 2.25075 -0.36162 0.306
O 2.30960 3.59126 -0.46718 -0.503
C 3.46889 4.03175 -1.13087 -0.250
C 2.89026 1.27367 -0.95489 -0.285
C 2.58220 -0.05265 -0.84493 -0.152
C 1.44720 -0.47424 -0.12852 -0.087
C 1.10929 -1.83967 -0.03237 -0.215
C -0.00411 -2.21543 0.66141 -0.068
Br -0.47527 -4.06105 0.77401 0.048
C -0.81880 -1.27003 1.30146 -0.236
C -0.50621 0.05680 1.22116 -0.208
C 0.62388 0.50300 0.49563 0.032
H -0.90987 0.10343 -1.93350 0.202
H -1.81363 0.42194 -3.42040 0.198
H -2.14378 -1.02730 -2.47167 0.217
H -3.92570 0.61635 -2.06157 0.204
H -2.97311 0.39896 -0.59033 0.208
H -3.48091 2.78024 -0.99743 0.232
H -2.65678 2.70299 -2.57586 0.189
H -0.58909 2.39159 -1.38696 0.399
H 0.00712 2.82954 2.04929 0.243
H 0.45861 3.91417 0.73208 0.263
H 4.37708 3.64841 -0.65573 0.179
H 3.46173 3.75149 -2.18925 0.176
H 3.45369 5.11759 -1.04964 0.205
H 3.76716 1.56772 -1.50900 0.223
H 3.21091 -0.79489 -1.31356 0.215
H 1.73719 -2.57300 -0.51568 0.226
H -1.68606 -1.60003 1.85224 0.233
H -1.13999 0.77249 1.71835 0.234
```

The value obtained for the relative energy (zero: lowest compared OMol25 entry of this formula, charge and spin) is 0.0 kJ/mol. As for the structure (SMILES): CCCNC(=O)Cc1c(OC)ccc2cc(Br)ccc12. The value obtained for the energy is -92512.5824 eV. The HOMO-LUMO gap is 8.33 eV.

***

[4]
Below is a molecular structure, C8H9AuN2O5S in a non-equilibrium geometry, with properties calculated with the ωB97M-V functional and the def2-TZVPD basis.

Structure (XYZ):
```
26
Properties=species:S:1:pos:R:3:nbo_charge:R:1
O 1.31467 -0.11635 -7.27023 -0.435
C 1.41764 -0.11217 -6.12710 0.442
Au 0.52160 -0.14280 -1.68977 1.006
O 3.29709 -0.13477 -3.54124 -0.297
C 2.38574 -0.13253 -2.85945 0.502
C -1.55491 -0.15944 -1.10916 0.510
O -2.58232 -0.14232 -0.59903 -0.320
C 0.42427 -2.33522 -1.85643 0.512
O 0.33201 -3.46260 -2.03653 -0.305
C 0.38705 2.05170 -1.89506 0.514
O 0.26526 3.15706 -2.09571 -0.302
H -0.29157 -0.15852 -3.16091 -0.195
C -0.63747 1.68963 3.12702 -0.438
N 0.23217 1.22918 2.04285 -0.547
C 0.51881 -0.00531 1.59484 0.356
S 1.87805 -0.21562 0.53763 -0.264
N -0.26988 -1.07446 1.77443 -0.578
C -1.31718 -1.29365 2.77138 -0.442
H -1.30653 0.92411 3.51896 0.231
H -1.26143 2.52263 2.76916 0.237
H -0.00798 2.05301 3.95279 0.245
H 0.92012 1.92261 1.73720 0.432
H 0.10435 -1.92346 1.34336 0.427
H -2.21841 -0.69890 2.56871 0.221
H -1.59822 -2.35464 2.71751 0.251
H -0.95293 -1.08715 3.78480 0.234
```

The value obtained for the relative energy (zero: lowest compared OMol25 entry of this formula, charge and spin) is 0.0 kJ/mol. The value obtained for the energy is -36164.5446 eV. As for the spin multiplicity: 3. Its net charge is +2. The HOMO-LUMO gap (alpha / beta) is 7.63 / 5.82 eV.